No. 1
This record from the OMol25 dataset describes a cluster of 2 separate species, C4H4F2 in total in a non-equilibrium geometry. The level of theory is ωB97M-V/def2-TZVPD.

The geometry in XYZ format:
```
10
Properties=species:S:1:pos:R:3:forces:R:3:nbo_charge:R:1
C -1.744457 -0.086269 0.413593 0.914 0.967 0.159 0.31
C -1.485298 0.835619 -0.476687 -0.288 0.004 1.250 0.31
C -0.678519 0.863413 0.795454 2.061 -2.615 -1.805 -0.27
C 1.856465 -0.468208 -0.102426 -0.412 -1.472 0.039 -0.53
F -2.278528 -1.196306 0.824788 -0.470 -0.174 -0.101 -0.27
F -1.787842 1.462478 -1.579290 0.131 -0.059 -0.150 -0.27
H 0.491677 0.300030 0.667033 -2.967 2.284 0.937 0.18
H 1.269627 -0.819408 -0.889756 -0.900 -0.143 -1.493 0.17
H 1.872141 -1.226439 0.645321 0.756 0.125 0.912 0.19
H 2.484735 0.335092 -0.298032 1.175 1.084 0.252 0.19
```
Positions in Å, forces in eV/Å.

Strongest force on any atom = 3.86 eV/A
E_HOMO (alpha / beta) = -7.0140 / -10.7392 eV
Energy above the lowest of the compared OMol25 structures with the same formula, charge and spin = 359.6 kJ/mol
Multiplicity = 3


No. 2
This record from the OMol25 dataset describes a cluster of 2 separate species, C4H4F4O in total in a non-equilibrium geometry. The level of theory is ωB97M-V/def2-TZVPD.

The geometry in XYZ format:
```
13
Properties=species:S:1:pos:R:3:forces:R:3:nbo_charge:R:1
C -1.145524 0.317194 -0.011045 -1.068 -2.119 4.324 0.16
C 0.077018 0.477153 1.025200 -0.816 1.559 -2.236 0.09
C -0.422208 -0.854644 -0.633918 1.642 0.286 -3.946 0.03
C 0.616275 -0.738542 0.382900 1.467 1.645 -0.364 0.57
O 2.115788 0.483588 -1.093578 -1.735 -0.284 1.021 -0.71
F -1.502143 1.411056 -0.629143 -0.087 1.710 -2.140 -0.31
F -0.237329 0.448028 2.299286 -1.002 -1.018 2.795 -0.31
F -0.926092 -2.096582 -0.926183 -0.602 0.487 0.469 -0.32
F 1.429354 -1.581443 0.863472 0.610 -1.161 0.466 -0.23
H -2.057347 -0.014132 0.562206 0.939 -0.097 -0.218 0.19
H 0.545931 1.443663 0.941319 0.809 0.144 -0.891 0.20
H 0.102047 -0.452506 -1.575293 -0.928 -0.829 0.757 0.24
H 1.404224 1.157166 -1.205227 0.772 -0.322 -0.035 0.41
```
Positions in Å, forces in eV/Å.

Strongest force on any atom = 4.93 eV/A
E_HOMO (alpha / beta) = -11.0918 / -9.3817 eV
Energy above the lowest of the compared OMol25 structures with the same formula, charge and spin = 433.3 kJ/mol


No. 3
This record from the OMol25 dataset describes the molecule C4H4FN in a non-equilibrium geometry. The level of theory is ωB97M-V/def2-TZVPD.

The geometry in XYZ format:
```
10
Properties=species:S:1:pos:R:3:forces:R:3:nbo_charge:R:1
N -2.520855 -1.338370 0.185031 -1.302 -1.974 0.233 -0.30
C -1.892131 -0.403271 0.094838 0.305 1.524 -0.588 0.25
C -1.088287 0.762603 -0.021442 4.659 -2.218 -4.098 -0.48
C 0.639275 0.212646 0.084760 -0.547 -1.740 -0.845 -0.27
C 1.610731 -0.778323 -0.175296 -4.148 2.411 -0.566 0.23
F 2.832646 -0.472744 0.202358 1.211 0.074 0.487 -0.32
H -1.043035 1.312260 0.841560 -0.507 1.704 1.717 0.24
H -1.046158 1.338198 -1.051368 -0.699 -1.170 2.364 0.28
H 0.897553 1.086496 0.616457 1.604 0.459 0.526 0.19
H 1.610263 -1.719496 -0.776902 -0.576 0.930 0.769 0.19
```
Positions in Å, forces in eV/Å.

Strongest force on any atom = 6.59 eV/A
E_HOMO = -9.9104 eV
Energy above the lowest of the compared OMol25 structures with the same formula, charge and spin = 274.0 kJ/mol
SMILES = N#CC/C=C/F


No. 4
This record from the OMol25 dataset describes the molecule C4H4FN3O2 in a non-equilibrium geometry. The level of theory is ωB97M-V/def2-TZVPD.

The geometry in XYZ format:
```
14
Properties=species:S:1:pos:R:3:forces:R:3:nbo_charge:R:1
C 0.210702 -1.446810 -0.331550 -0.051 -0.509 0.015 0.59
C -0.267122 -0.561411 -1.466176 1.573 -0.894 -1.357 0.55
C 1.708455 0.251999 0.335015 -1.197 1.372 0.246 0.73
C -0.996871 0.610314 1.310262 1.738 -1.656 3.104 -0.49
N 1.437954 -0.919140 0.098709 1.012 -0.581 -0.206 -0.56
N -0.499696 0.702074 -0.998918 -1.014 1.808 -3.501 -0.44
N -0.331657 1.222816 0.235236 2.826 0.009 -1.545 -0.18
O -0.285463 -2.457439 0.057959 0.021 -0.089 0.086 -0.48
O -0.043054 -0.857022 -2.653681 -1.187 0.897 2.514 -0.53
F 2.893418 0.841592 0.318570 -0.890 -0.627 0.261 -0.28
H -0.776772 -0.451081 1.689122 0.290 0.943 -1.224 0.21
H -0.624913 1.180629 2.228445 -1.536 -0.260 -1.164 0.23
H -2.016284 0.505684 1.033614 -1.359 0.695 0.318 0.23
H -0.408698 1.377795 -1.856608 -0.226 -1.108 2.453 0.41
```
Positions in Å, forces in eV/Å.

Strongest force on any atom = 4.07 eV/A
E_HOMO (alpha / beta) = -9.3436 / -9.3272 eV
Energy above the lowest of the compared OMol25 structures with the same formula, charge and spin = 503.9 kJ/mol


No. 5
This record from the OMol25 dataset describes the ion C4H4FO3 with charge -1 in a non-equilibrium geometry. The level of theory is ωB97M-V/def2-TZVPD.

The geometry in XYZ format:
```
12
Properties=species:S:1:pos:R:3:forces:R:3:nbo_charge:R:1
C -0.376357 0.321081 0.967748 2.242 0.429 -3.008 -0.73
C 0.937042 -0.576207 0.475391 0.076 0.833 1.977 0.58
O 1.969762 -0.118278 0.941221 -0.653 -0.475 -0.667 -0.60
C 1.014311 -1.903081 -0.364278 -1.286 1.916 0.478 -0.01
F 2.240887 -2.478954 -0.085156 -0.585 -0.099 -0.187 -0.35
C -0.351668 -2.681801 -0.078376 1.722 0.788 -1.364 0.74
O -1.148976 -2.513700 -1.006655 -0.889 0.137 -0.404 -0.77
O -0.405007 -3.240240 0.989015 -0.450 -1.285 2.041 -0.73
H -0.342252 1.082305 0.102875 0.042 -0.563 1.242 0.21
H -1.392451 -0.077274 0.783967 0.644 -0.216 1.178 0.25
H 0.053328 0.873544 1.876395 -1.402 -1.169 -1.089 0.24
H 0.924990 -1.575905 -1.402244 0.539 -0.297 -0.198 0.18
```
Positions in Å, forces in eV/Å.

Strongest force on any atom = 3.78 eV/A
E_HOMO = -4.5396 eV
Net charge = -1
Energy above the lowest of the compared OMol25 structures with the same formula, charge and spin = 0.0 kJ/mol
SMILES = CC(=O)[C@@H](F)C(=O)[O-]


No. 6
This record from the OMol25 dataset describes a structure of composition C4H4GaO2 in a non-equilibrium geometry. The level of theory is ωB97M-V/def2-TZVPD.

The geometry in XYZ format:
```
11
Properties=species:S:1:pos:R:3:forces:R:3:nbo_charge:R:1
H -2.688237 0.559660 1.737455 -0.010 0.389 -0.566 0.19
O 2.292286 -0.238582 -0.572689 -0.336 -0.693 -0.041 -0.81
C 0.937817 -0.730586 -0.354784 -0.016 -1.422 -0.253 -0.10
C 0.167569 0.498557 0.111849 -4.814 -2.709 0.933 -0.61
C -1.106991 0.448150 0.441595 5.229 1.092 -2.467 0.24
C -2.413354 0.685322 0.658856 -5.580 -0.287 -0.040 0.16
O -3.379369 0.814929 -0.202337 3.614 -0.162 2.127 -0.34
Ga 1.743282 1.541704 -0.053202 1.623 3.177 0.237 1.24
H 2.913942 -0.909751 -0.863705 0.353 -0.095 -0.118 0.56
H 0.973117 -1.529336 0.401800 -0.082 0.399 -0.162 0.24
H 0.559938 -1.140064 -1.304834 0.018 0.313 0.351 0.24
```
Positions in Å, forces in eV/Å.

Strongest force on any atom = 5.88 eV/A
E_HOMO (alpha / beta) = -13.9435 / -14.1426 eV
Net charge = +1
Energy above the lowest of the compared OMol25 structures with the same formula, charge and spin = 336.7 kJ/mol


No. 7
This record from the OMol25 dataset describes a cluster of 2 separate species, C4H4I2O in total in a non-equilibrium geometry. The level of theory is ωB97M-V/def2-TZVPD.

The geometry in XYZ format:
```
11
Properties=species:S:1:pos:R:3:forces:R:3:nbo_charge:R:1
C -0.614847 0.671908 1.159665 -0.897 0.648 -4.383 -0.72
C 0.597850 0.176014 0.421709 0.791 2.579 -0.088 0.44
O 1.334321 0.893032 -0.177236 -0.113 -0.187 -0.556 -0.51
I 1.243955 -1.738621 0.870693 0.115 -1.471 0.228 0.06
H -0.784274 1.757784 1.011749 0.589 -0.640 0.449 0.24
H -0.409643 0.309230 2.076426 -0.377 -0.763 3.561 0.24
H -1.447652 0.184703 0.628472 -0.101 -0.179 0.807 0.24
C 1.770953 -1.696480 -3.179693 -1.449 -0.225 -0.047 -0.24
C 0.595795 -1.510081 -2.999184 -1.352 0.183 0.497 -0.26
I -1.434981 -1.328975 -2.554440 1.825 -0.033 -0.398 0.27
H 2.671049 -2.144685 -3.466511 0.969 0.088 -0.068 0.24
```
Positions in Å, forces in eV/Å.

Strongest force on any atom = 4.52 eV/A
E_HOMO = -9.5788 eV
Energy above the lowest of the compared OMol25 structures with the same formula, charge and spin = 154.9 kJ/mol
SMILES = CC(=O)I.C#CI


No. 8
This record from the OMol25 dataset describes a cluster of 2 separate species, C4H4IN3 in total in a non-equilibrium geometry. The level of theory is ωB97M-V/def2-TZVPD.

The geometry in XYZ format:
```
12
Properties=species:S:1:pos:R:3:forces:R:3:nbo_charge:R:1
C -0.480290 1.220993 0.106932 2.097 0.600 0.611 0.22
C 1.510879 2.599083 -0.275642 -0.389 -3.304 0.429 -0.34
C -1.061336 -2.756578 0.417989 0.811 -2.730 2.169 -0.47
C 0.916532 1.387504 -0.023861 2.027 1.064 -1.150 -0.26
N -1.570124 1.031652 0.344614 -2.397 0.383 0.759 -0.26
N -1.386475 -1.829589 -0.345349 -0.056 2.344 -1.799 0.05
N -1.563098 -0.908986 -0.978642 -0.552 -0.908 -0.934 -0.04
I 2.035426 -0.432652 -0.000608 -0.424 0.623 -0.073 0.18
H 2.608698 2.551248 -0.568543 -1.712 0.927 0.663 0.25
H 0.763901 3.374565 -0.126452 0.917 0.763 -0.550 0.24
H -0.859263 -2.480748 1.459943 -0.143 -0.358 -0.536 0.23
H -0.914850 -3.756489 -0.010378 -0.179 0.596 0.411 0.23
```
Positions in Å, forces in eV/Å.

Strongest force on any atom = 3.58 eV/A
E_HOMO = -8.3871 eV
Energy above the lowest of the compared OMol25 structures with the same formula, charge and spin = 196.2 kJ/mol


No. 9
This record from the OMol25 dataset describes the molecule C4H4INO in a non-equilibrium geometry. The level of theory is ωB97M-V/def2-TZVPD.

The geometry in XYZ format:
```
11
Properties=species:S:1:pos:R:3:forces:R:3:nbo_charge:R:1
C 0.045729 1.384394 -2.249990 0.036 -0.524 0.121 -0.23
C -0.034363 0.411712 -1.557216 0.044 0.342 -0.346 -0.01
C -0.198646 -0.635022 -0.565351 -0.192 -0.285 0.011 -0.33
N -0.231129 -0.037325 0.741077 2.021 -0.972 4.177 -0.69
I -1.636010 1.336636 1.211911 0.073 -0.184 -0.070 0.32
C 0.625178 -0.614475 1.988065 -2.151 1.019 -4.302 0.59
O 1.374951 -1.512717 1.831037 0.033 0.062 0.294 -0.52
H 0.143049 2.204998 -2.895997 0.032 0.480 -0.343 0.23
H 0.651278 -1.322479 -0.590719 -0.082 -0.051 0.075 0.26
H -1.122006 -1.196745 -0.772374 0.215 -0.038 -0.005 0.21
H 0.381968 -0.018976 2.859556 -0.030 0.152 0.389 0.15
```
Positions in Å, forces in eV/Å.

Strongest force on any atom = 4.92 eV/A
E_HOMO = -8.8845 eV
Energy above the lowest of the compared OMol25 structures with the same formula, charge and spin = 151.3 kJ/mol
SMILES = C#CCN(I)C=O


No. 10
This record from the OMol25 dataset describes a cluster of 2 separate species, C4H4INO in total in a non-equilibrium geometry. The level of theory is ωB97M-V/def2-TZVPD.

The geometry in XYZ format:
```
11
Properties=species:S:1:pos:R:3:forces:R:3:nbo_charge:R:1
O 0.736099 2.275451 0.236389 1.559 0.662 -0.225 -0.47
C -0.229290 2.305454 -0.450342 -2.719 -0.704 -1.079 0.39
C -1.459578 1.685187 0.112447 -3.016 -0.751 1.745 0.01
N -2.295333 0.972018 -0.550789 2.824 1.415 -0.963 -0.60
I -3.781341 -0.122734 0.122015 -0.649 -0.091 0.723 0.37
H -0.511703 2.694893 -1.470759 1.571 0.176 0.254 0.14
H -1.630342 1.977069 1.182486 0.329 -0.629 -0.493 0.17
C -0.704526 -2.114567 0.416736 1.249 1.538 -0.678 -0.24
C 0.064672 -1.277081 -0.005787 -1.622 -1.601 0.963 -0.23
H -1.429914 -2.772973 0.812975 -0.075 -0.338 0.032 0.23
H 0.665545 -0.471923 -0.305785 0.550 0.322 -0.278 0.23
```
Positions in Å, forces in eV/Å.

Strongest force on any atom = 3.56 eV/A
E_HOMO = -9.3402 eV
Energy above the lowest of the compared OMol25 structures with the same formula, charge and spin = 269.4 kJ/mol
SMILES = O=C/C=N/I.C#C